[1]
{
  "formula": "C38H92BClN3O13S",
  "method": "ωB97M-V/def2-TZVPD",
  "total_charge": 1,
  "multiplicity": 1,
  "homo_lumo_gap_ha": 0.2917,
  "energy_ha": -3528.38975,
  "homo_energy_ev": -11.43,
  "elements": ["C", "C", "B", "O", "N", "C", "O", "C", "C", "C", "C", "C", "C", "C", "N", "C", "S", "C", "C", "C", "C", "C", "Cl", "N", "H", "H", "H", "H", "H", "H", "H", "H", "H", "H", "H", "H", "H", "H", "H", "H", "H", "H", "H", "H", "H", "H", "H", "H", "H", "H", "C", "C", "O", "H", "H", "H", "H", "H", "H", "C", "C", "O", "H", "H", "H", "H", "H", "H", "C", "C", "O", "H", "H", "H", "H", "H", "H", "C", "C", "O", "H", "H", "H", "H", "H", "H", "C", "C", "O", "H", "H", "H", "H", "H", "H", "C", "C", "O", "H", "H", "H", "H", "H", "H", "C", "C", "O", "H", "H", "H", "H", "H", "H", "C", "C", "O", "H", "H", "H", "H", "H", "H", "C", "C", "O", "H", "H", "H", "H", "H", "H", "C", "C", "O", "H", "H", "H", "H", "H", "H", "C", "C", "O", "H", "H", "H", "H", "H", "H"],
  "xyz": [[1.294, -1.433, -0.089], [-0.028, -0.824, -0.626], [0.141, -0.024, -1.943], [0.748, -0.658, -3.022], [-0.341, 1.403, -2.168], [-1.759, 1.819, -1.948], [-2.516, 0.749, -1.421], [-3.376, 1.245, -0.416], [-4.438, 2.009, -0.851], [-5.313, 2.571, 0.044], [-5.086, 2.357, 1.396], [-4.043, 1.581, 1.814], [-3.154, 1.011, 0.917], [0.499, 2.312, -2.566], [0.021, 3.637, -2.769], [0.800, 4.422, -1.740], [0.124, 6.079, -1.457], [2.270, 4.420, -2.199], [2.822, 3.016, -2.553], [3.904, 2.613, -1.530], [4.705, 1.374, -2.009], [6.137, 1.484, -1.412], [6.121, 2.069, 0.302], [1.812, 1.953, -2.744], [1.975, -0.652, 0.262], [1.066, -2.113, 0.731], [1.748, -2.066, -0.865], [-0.677, -1.684, -0.874], [-0.578, -0.286, 0.155], [1.700, -0.669, -2.816], [-1.799, 2.655, -1.246], [-2.168, 2.097, -2.926], [-4.584, 2.178, -1.917], [-6.147, 3.190, -0.270], [-5.757, 2.817, 2.117], [-3.880, 1.419, 2.878], [-2.304, 0.412, 1.231], [0.454, 3.906, -3.658], [0.715, 3.842, -0.809], [-0.086, 6.075, -0.120], [2.371, 5.080, -3.074], [2.854, 4.909, -1.412], [3.366, 3.115, -3.503], [4.599, 3.465, -1.512], [3.490, 2.520, -0.521], [4.260, 0.491, -1.540], [4.737, 1.333, -3.101], [6.797, 2.105, -2.020], [6.546, 0.474, -1.358], [1.952, 1.416, -3.594], [-5.788, -2.866, 1.594], [-4.701, -1.809, 1.607], [-3.883, -1.938, 2.771], [-6.411, -2.779, 2.485], [-6.421, -2.766, 0.711], [-5.352, -3.869, 1.600], [-5.140, -0.814, 1.622], [-4.065, -1.894, 0.717], [-3.489, -2.816, 2.752], [5.691, -3.517, -2.390], [5.156, -2.131, -2.093], [4.234, -1.721, -3.114], [6.192, -3.531, -3.359], [6.399, -3.836, -1.624], [4.877, -4.244, -2.438], [5.967, -1.405, -2.068], [4.642, -2.110, -1.125], [3.516, -2.364, -3.125], [-2.195, -5.666, -1.488], [-1.569, -4.564, -0.656], [-0.374, -4.075, -1.270], [-1.493, -6.490, -1.617], [-3.101, -6.047, -1.015], [-2.450, -5.299, -2.486], [-1.297, -4.937, 0.331], [-2.270, -3.730, -0.530], [-0.613, -3.736, -2.140], [-8.724, -3.516, 6.146], [-7.587, -3.132, 5.219], [-7.977, -2.072, 4.347], [-9.597, -3.828, 5.569], [-8.429, -4.332, 6.808], [-9.030, -2.663, 6.756], [-7.296, -3.977, 4.596], [-6.712, -2.811, 5.795], [-8.223, -1.321, 4.896], [0.491, -3.357, -5.565], [0.220, -2.319, -6.635], [-0.849, -1.461, -6.241], [-0.401, -3.956, -5.376], [1.304, -4.025, -5.858], [0.759, -2.871, -4.623], [-0.069, -2.795, -7.570], [1.113, -1.712, -6.820], [-0.584, -1.034, -5.419], [9.985, 1.807, -2.940], [9.572, 0.434, -2.442], [8.454, -0.065, -3.182], [9.153, 2.503, -2.855], [10.829, 2.190, -2.367], [10.265, 1.769, -3.996], [9.272, 0.481, -1.395], [10.399, -0.276, -2.532], [8.716, -0.121, -4.106], [-3.863, 8.086, -2.539], [-2.625, 8.962, -2.601], [-1.859, 8.847, -1.405], [-4.483, 8.363, -1.686], [-4.456, 8.180, -3.450], [-3.587, 7.036, -2.409], [-2.902, 10.009, -2.709], [-1.997, 8.682, -3.453], [-1.604, 7.923, -1.313], [-0.866, -1.432, 4.135], [0.329, -2.173, 3.569], [1.287, -1.254, 3.034], [-1.342, -0.828, 3.362], [-1.602, -2.129, 4.537], [-0.558, -0.751, 4.933], [0.021, -2.836, 2.761], [0.815, -2.776, 4.341], [1.567, -0.678, 3.752], [-11.793, -1.631, 10.183], [-10.599, -2.357, 9.592], [-9.658, -1.421, 9.065], [-12.277, -1.016, 9.424], [-12.523, -2.336, 10.582], [-11.478, -0.962, 10.987], [-10.910, -3.008, 8.775], [-10.102, -2.970, 10.351], [-9.378, -0.855, 9.791], [9.410, 4.387, -0.904], [8.507, 5.563, -0.590], [7.247, 5.383, -1.235], [9.546, 4.301, -1.979], [10.388, 4.500, -0.432], [8.958, 3.453, -0.557], [8.934, 6.497, -0.951], [8.353, 5.652, 0.490], [6.888, 4.554, -0.907], [3.449, -5.470, 0.584], [2.108, -5.116, 1.198], [2.189, -5.081, 2.622], [3.792, -6.439, 0.950], [3.383, -5.508, -0.505], [4.208, -4.734, 0.864], [1.359, -5.863, 0.935], [1.766, -4.142, 0.836], [2.842, -4.415, 2.861]]
}

---

[2]
{
  "formula": "C8H7NO3Se",
  "method": "ωB97M-V/def2-TZVPD",
  "multiplicity": 1,
  "homo_lumo_gap_ha": 0.2786,
  "e_above_lowest_kj_mol": 0.00,
  "energy_ha": -2990.77212,
  "homo_energy_ev": -8.47,
  "smiles": "C[Se]c1c(C=O)cccc1[N+](=O)[O-]",
  "elements": ["C", "Se", "C", "C", "C", "O", "C", "C", "C", "C", "N", "O", "O", "H", "H", "H", "H", "H", "H", "H"],
  "xyz": [[-1.746, -2.379, 0.669], [-0.299, -1.990, -0.601], [0.128, -0.220, -0.745], [1.534, 0.062, -0.895], [2.495, -1.007, -0.891], [3.570, -1.195, -0.397], [1.932, 1.457, -0.925], [1.029, 2.506, -0.886], [-0.342, 2.293, -0.822], [-0.846, 1.012, -0.720], [-2.305, 0.866, -0.901], [-2.907, 1.911, -0.910], [-2.692, -0.281, -1.016], [-2.581, -2.808, 0.184], [-1.281, -3.100, 1.369], [-2.291, -1.592, 1.192], [2.194, -1.823, -1.639], [2.922, 1.676, -0.817], [1.404, 3.529, -1.013], [-1.004, 3.133, -0.907]]
}

---

[3]
{
  "formula": "C48H91N3O36S8",
  "method": "ωB97M-V/def2-TZVPD",
  "total_charge": -1,
  "multiplicity": 2,
  "homo_lumo_gap_ha": [0.0600, 0.1932],
  "energy_ha": -7941.47854,
  "homo_energy_ev": [-1.11, -4.73],
  "s2": 0.765,
  "elements": ["C", "O", "C", "O", "O", "C", "H", "H", "H", "H", "H", "H", "C", "O", "C", "O", "O", "C", "H", "H", "H", "H", "H", "H", "C", "C", "C", "C", "C", "C", "N", "O", "O", "H", "H", "H", "H", "H", "C", "C", "C", "C", "C", "C", "N", "O", "O", "H", "H", "H", "H", "H", "C", "C", "C", "C", "C", "C", "N", "O", "O", "H", "H", "H", "H", "H", "O", "S", "O", "O", "C", "C", "C", "H", "H", "H", "H", "H", "H", "H", "H", "O", "S", "O", "O", "C", "C", "C", "H", "H", "H", "H", "H", "H", "H", "H", "O", "S", "O", "O", "C", "C", "C", "H", "H", "H", "H", "H", "H", "H", "H", "O", "S", "O", "O", "C", "C", "C", "H", "H", "H", "H", "H", "H", "H", "H", "O", "S", "O", "O", "C", "C", "C", "H", "H", "H", "H", "H", "H", "H", "H", "O", "S", "O", "O", "C", "C", "C", "H", "H", "H", "H", "H", "H", "H", "H", "O", "S", "O", "O", "C", "C", "C", "H", "H", "H", "H", "H", "H", "H", "H", "O", "S", "O", "O", "C", "C", "C", "H", "H", "H", "H", "H", "H", "H", "H"],
  "xyz": [[-6.254, -1.651, -0.787], [-6.131, -1.067, 0.502], [-4.913, -1.127, 1.141], [-3.906, -1.722, 0.730], [-4.969, -0.645, 2.379], [-3.858, -0.864, 3.317], [-7.266, -1.513, -1.169], [-6.053, -2.720, -0.717], [-5.549, -1.227, -1.502], [-2.996, -0.199, 3.253], [-3.382, -1.839, 3.216], [-4.192, -0.776, 4.351], [1.398, 1.802, 1.919], [1.379, 0.717, 0.968], [0.146, 0.219, 0.619], [-0.910, 0.499, 1.283], [0.246, -0.584, -0.447], [-0.870, -1.235, -0.987], [1.169, 1.540, 2.952], [0.711, 2.599, 1.632], [2.377, 2.275, 1.843], [-0.710, -1.336, -2.061], [-1.856, -0.813, -0.793], [-0.768, -2.230, -0.553], [-2.017, 2.371, 5.998], [-3.312, 2.294, 6.432], [-4.379, 2.400, 5.503], [-4.104, 2.620, 4.161], [-2.755, 2.700, 3.718], [-1.735, 2.491, 4.657], [-5.252, 2.882, 3.195], [-6.405, 2.870, 3.555], [-4.961, 3.091, 2.070], [-1.330, 2.290, 6.828], [-3.406, 2.195, 7.503], [-5.409, 2.245, 5.789], [-2.494, 2.860, 2.682], [-0.684, 2.435, 4.414], [-1.934, 5.514, 0.593], [-0.723, 5.641, -0.028], [0.458, 5.432, 0.708], [0.469, 5.251, 2.152], [-0.801, 5.310, 2.776], [-1.996, 5.364, 1.999], [1.625, 5.057, 2.964], [1.600, 4.240, 3.884], [2.533, 5.764, 2.749], [-2.864, 5.664, 0.065], [-0.761, 5.583, -1.106], [1.375, 5.457, 0.137], [-0.882, 5.407, 3.848], [-2.965, 5.432, 2.472], [-1.829, -4.248, -4.874], [-2.505, -5.262, -5.532], [-2.716, -6.494, -4.890], [-2.110, -6.746, -3.630], [-1.399, -5.696, -2.970], [-1.315, -4.443, -3.612], [-2.239, -8.069, -3.001], [-2.501, -9.064, -3.713], [-2.066, -8.130, -1.779], [-1.738, -3.281, -5.345], [-2.908, -5.103, -6.521], [-3.264, -7.284, -5.382], [-1.086, -5.806, -1.942], [-0.789, -3.642, -3.114], [3.267, 5.722, -1.609], [4.276, 5.363, -0.593], [3.973, 4.358, 0.436], [5.633, 4.944, -1.415], [6.746, 4.188, -0.768], [7.382, 4.900, 0.470], [4.839, 6.954, 0.200], [7.435, 3.893, -1.559], [6.362, 3.232, -0.413], [6.756, 4.765, 1.352], [7.495, 5.981, 0.386], [8.358, 4.439, 0.623], [5.379, 7.524, -0.556], [5.343, 6.601, 1.100], [3.964, 7.529, 0.506], [-0.755, -5.682, 0.369], [-1.959, -5.944, 1.109], [-2.275, -7.317, 1.370], [-1.939, -5.099, 2.543], [-3.087, -5.309, 3.367], [-2.928, -5.458, 4.884], [-3.253, -5.060, 0.278], [-3.598, -6.195, 2.991], [-3.759, -4.494, 3.096], [-2.275, -4.733, 5.370], [-2.490, -6.426, 5.126], [-3.914, -5.482, 5.348], [-2.940, -4.018, 0.339], [-4.195, -5.189, 0.811], [-3.403, -5.481, -0.716], [2.947, -2.389, 1.371], [2.778, -3.394, 0.327], [1.982, -3.036, -0.860], [4.209, -4.073, -0.081], [4.263, -4.987, -1.220], [5.347, -4.406, -2.171], [2.011, -4.967, 1.063], [3.284, -4.878, -1.686], [4.408, -6.039, -0.971], [6.259, -4.560, -1.594], [5.286, -3.388, -2.556], [5.509, -5.010, -3.063], [1.646, -5.553, 0.220], [1.325, -4.612, 1.832], [2.862, -5.417, 1.574], [7.360, -2.060, -1.190], [6.521, -1.114, -0.469], [6.932, 0.248, -0.293], [5.006, -1.079, -1.165], [4.044, -0.150, -0.684], [4.061, 1.084, -1.515], [6.280, -1.755, 1.211], [4.165, 0.072, 0.376], [3.053, -0.546, -0.903], [4.476, 0.823, -2.489], [4.764, 1.733, -0.993], [3.097, 1.577, -1.634], [5.534, -1.163, 1.742], [7.246, -1.882, 1.701], [5.870, -2.755, 1.071], [0.434, 5.268, -6.540], [0.756, 5.220, -5.106], [-0.017, 5.963, -4.112], [0.871, 3.598, -4.672], [1.378, 3.238, -3.383], [0.553, 2.141, -2.832], [2.629, 5.673, -4.869], [1.357, 4.089, -2.702], [2.420, 2.923, -3.427], [0.763, 1.277, -3.463], [-0.525, 2.253, -2.718], [1.038, 1.807, -1.915], [3.071, 5.123, -5.700], [3.134, 5.285, -3.984], [2.698, 6.760, -4.896], [-0.237, 0.176, 6.318], [-0.333, -1.213, 5.828], [0.410, -2.282, 6.482], [-1.918, -1.675, 5.801], [-2.730, -1.441, 6.929], [-2.825, -2.831, 7.685], [-0.014, -1.260, 3.969], [-3.771, -1.277, 6.653], [-2.439, -0.549, 7.483], [-3.267, -2.800, 8.681], [-1.841, -3.296, 7.745], [-3.441, -3.528, 7.116], [-0.878, -0.901, 3.410], [-0.031, -2.332, 3.778], [0.899, -0.759, 3.648], [0.014, -1.539, -5.180], [1.438, -1.543, -5.322], [2.043, -2.499, -6.240], [1.911, 0.042, -5.680], [3.267, 0.379, -5.665], [3.386, 1.673, -6.402], [2.212, -1.747, -3.626], [3.856, -0.369, -6.196], [3.769, 0.511, -4.706], [2.676, 2.375, -5.964], [3.109, 1.569, -7.451], [4.376, 2.125, -6.339], [3.294, -1.613, -3.623], [2.128, -2.799, -3.351], [1.730, -1.092, -2.900], [-2.763, 0.261, -2.545], [-3.425, 1.535, -2.469], [-3.130, 2.611, -3.371], [-5.037, 1.271, -2.579], [-5.991, 2.294, -2.657], [-7.254, 1.873, -1.887], [-3.347, 2.048, -0.776], [-6.083, 2.465, -3.729], [-5.583, 3.227, -2.268], [-7.812, 1.026, -2.287], [-7.929, 2.722, -1.789], [-7.096, 1.631, -0.836], [-4.229, 2.649, -0.555], [-2.433, 2.590, -0.534], [-3.480, 1.149, -0.174]]
}

---

[4]
{
  "formula": "C27H22Cl2N5O2Pt",
  "method": "ωB97M-V/def2-TZVPD",
  "total_charge": 1,
  "multiplicity": 5,
  "homo_lumo_gap_ha": [0.2582, 0.2019],
  "e_above_lowest_kj_mol": 11.72,
  "energy_ha": -2505.70159,
  "homo_energy_ev": [-10.32, -10.30],
  "s2": 6.064,
  "elements": ["Pt", "N", "C", "C", "C", "C", "C", "C", "C", "C", "C", "C", "C", "C", "N", "C", "C", "C", "C", "N", "H", "H", "H", "H", "H", "H", "H", "H", "H", "H", "O", "C", "O", "C", "N", "C", "C", "C", "H", "H", "H", "H", "H", "H", "H", "H", "H", "Cl", "C", "C", "C", "C", "C", "Cl", "C", "N", "H", "H", "H"],
  "xyz": [[0.480, 1.043, 0.097], [3.737, -7.497, -4.679], [3.368, -6.547, -4.151], [2.904, -5.357, -3.488], [2.940, -4.135, -4.155], [2.491, -2.993, -3.515], [2.007, -3.069, -2.213], [1.973, -4.290, -1.550], [2.420, -5.436, -2.185], [1.518, -1.841, -1.521], [0.163, -1.568, -1.638], [-0.806, -2.309, -2.370], [-1.998, -1.637, -2.262], [-1.731, -0.495, -1.472], [-0.466, -0.455, -1.096], [2.488, -1.087, -0.838], [3.867, -1.354, -0.811], [4.470, -0.367, -0.040], [3.447, 0.469, 0.389], [2.248, 0.056, -0.074], [3.316, -4.087, -5.167], [2.513, -2.040, -4.026], [1.595, -4.342, -0.538], [2.397, -6.390, -1.678], [-0.618, -3.228, -2.900], [-2.947, -1.904, -2.697], [-2.413, 0.295, -1.189], [4.351, -2.177, -1.310], [5.516, -0.263, 0.192], [3.523, 1.338, 1.023], [-0.694, -1.212, 1.970], [-1.391, -0.227, 2.032], [-1.105, 0.981, 1.650], [-2.783, -0.352, 2.684], [-3.524, 0.951, 2.442], [-3.959, 1.507, 3.766], [-2.915, 0.958, 4.722], [-2.698, -0.467, 4.213], [-3.319, -1.177, 2.221], [-4.285, 0.861, 1.774], [-2.765, 1.533, 2.012], [-4.950, 1.112, 3.986], [-4.009, 2.591, 3.697], [-3.273, 0.983, 5.749], [-1.997, 1.544, 4.667], [-3.480, -1.128, 4.589], [-1.738, -0.888, 4.502], [1.592, 3.490, 1.477], [0.558, 4.578, 0.615], [0.660, 5.935, 0.802], [-0.210, 6.782, 0.118], [-1.190, 6.279, -0.734], [-1.299, 4.920, -0.919], [-2.503, 4.256, -1.954], [-0.416, 4.021, -0.263], [-0.479, 2.715, -0.435], [1.408, 6.331, 1.473], [-0.125, 7.850, 0.257], [-1.865, 6.943, -1.254]]
}